83
Properties=species:S:1:pos:R:3 method="wB97M-V/def2-TZVPD" e_tot_ha=-4673.1772 mol_weight_g_mol=769.15 charge=+2 gap_ev=4.20
C -0.51 5.25 -3.33
C -0.79 4.05 -4.04
C -0.99 4.17 -5.44
C -0.98 5.45 -6.03
N -0.76 6.55 -5.32
C -0.52 6.48 -4.01
C -0.88 2.79 -3.35
C -1.02 2.23 -2.19
C -1.41 2.22 -0.79
C -0.39 1.94 0.13
C -0.69 1.31 1.32
C -2.03 1.04 1.68
C -3.06 1.53 0.86
C -2.74 2.19 -0.32
Hg -0.40 0.38 -3.08
P 1.93 -1.62 0.46
H -1.17 3.28 -6.03
H -0.30 5.22 -2.26
H -1.16 5.58 -7.11
H -0.33 7.42 -3.49
H -3.50 2.71 -0.90
H 0.62 2.25 -0.13
H -4.10 1.41 1.14
H 0.12 1.03 1.97
C 2.20 -3.05 1.61
C 3.30 -4.05 1.30
H 1.21 -3.54 1.60
H 2.31 -2.63 2.62
H 3.34 -4.79 2.11
H 3.10 -4.61 0.37
H 4.30 -3.59 1.24
C 3.04 -1.93 -0.98
C 3.57 -0.70 -1.72
H 2.44 -2.54 -1.67
H 3.87 -2.56 -0.62
H 3.69 -0.98 -2.77
H 2.89 0.16 -1.63
H 4.56 -0.39 -1.37
C 2.80 -0.25 1.34
C 4.26 -0.50 1.69
H 2.22 -0.04 2.25
H 2.70 0.64 0.71
H 4.66 0.39 2.18
H 4.38 -1.33 2.40
H 4.88 -0.68 0.81
Br -2.38 -0.06 3.14
P -1.26 -1.61 -1.50
C -0.34 -3.14 -2.14
C -1.07 -4.49 -2.11
H 0.57 -3.23 -1.51
H 0.00 -2.92 -3.17
H -0.40 -5.25 -2.53
H -1.33 -4.77 -1.08
H -1.97 -4.48 -2.75
C -2.15 -2.36 0.00
C -3.36 -3.30 -0.19
H -2.44 -1.51 0.63
H -1.38 -2.91 0.58
H -3.55 -3.82 0.76
H -4.29 -2.77 -0.43
H -3.17 -4.09 -0.93
C -2.71 -1.32 -2.61
C -2.88 -2.34 -3.72
H -2.62 -0.32 -3.05
H -3.60 -1.27 -1.99
H -3.58 -1.95 -4.48
H -1.93 -2.58 -4.23
H -3.33 -3.28 -3.36
C 1.97 -0.01 5.02
C 0.99 1.05 5.44
O 0.43 1.67 4.30
C -0.15 2.95 4.56
C -1.61 2.91 4.98
H 1.52 -0.80 4.41
H 2.42 -0.47 5.91
H 2.78 0.44 4.44
H 0.18 0.63 6.05
H 1.52 1.80 6.06
H 0.44 3.45 5.35
H -0.06 3.51 3.61
H -1.83 2.07 5.64
H -1.82 3.82 5.53
H -2.29 2.87 4.14

---

83
Properties=species:S:1:pos:R:3 method="wB97M-V/def2-TZVPD" e_tot_ha=-4719.8459 mol_weight_g_mol=592.87 charge=+2 gap_ev=4.25
C -0.92 6.73 -2.94
C -1.19 5.34 -3.02
C -1.35 4.91 -4.37
C -1.21 5.78 -5.45
N -0.95 7.07 -5.30
C -0.79 7.54 -4.06
C -1.30 4.47 -1.84
C -1.29 3.50 -1.03
C -0.45 2.31 -0.72
C 0.71 2.47 0.08
C 1.57 1.33 0.34
C 1.10 0.03 0.45
C -0.26 -0.08 -0.09
C -0.96 1.02 -0.65
Mg -1.42 2.44 1.08
P 2.42 -1.22 0.87
H -1.68 3.86 -4.57
H -0.86 7.20 -1.94
H -1.33 5.42 -6.48
H -0.56 8.60 -3.96
H -1.95 0.89 -1.01
H 0.96 3.51 0.25
H -0.75 -1.02 -0.36
H 2.65 1.45 0.25
C 2.60 -2.54 2.13
C 3.26 -3.89 1.74
H 1.62 -2.69 2.59
H 3.22 -2.06 2.89
H 3.49 -4.49 2.63
H 2.58 -4.48 1.13
H 4.23 -3.80 1.23
C 2.80 -1.95 -0.73
C 3.27 -0.90 -1.76
H 1.93 -2.52 -1.06
H 3.60 -2.65 -0.52
H 3.14 -1.28 -2.78
H 2.72 0.05 -1.65
H 4.34 -0.69 -1.64
C 4.00 -0.31 1.27
C 5.29 -1.17 1.24
H 3.87 0.10 2.29
H 4.13 0.55 0.57
H 6.14 -0.49 1.41
H 5.32 -1.93 2.03
H 5.46 -1.63 0.25
Br -0.47 -1.33 2.14
P -2.54 -3.25 -1.50
C -0.82 -3.43 -0.85
C -0.20 -4.77 -1.27
H -0.88 -3.30 0.26
H -0.25 -2.61 -1.30
H 0.88 -4.59 -1.39
H -0.35 -5.58 -0.53
H -0.63 -5.08 -2.23
C -3.58 -3.20 0.04
C -4.95 -3.92 -0.19
H -3.66 -2.12 0.26
H -3.00 -3.67 0.87
H -5.41 -3.99 0.80
H -5.62 -3.34 -0.84
H -4.84 -4.92 -0.63
C -2.70 -1.60 -2.32
C -3.22 -1.75 -3.75
H -1.68 -1.18 -2.41
H -3.40 -1.01 -1.71
H -3.49 -0.74 -4.10
H -2.42 -2.14 -4.39
H -4.09 -2.42 -3.79
C 1.45 0.63 4.34
C 0.51 1.80 4.47
O -0.41 1.92 3.40
C -1.67 2.50 3.85
C -2.87 1.82 3.24
H 0.95 -0.31 4.13
H 2.04 0.50 5.24
H 2.10 0.87 3.50
H -0.05 1.75 5.42
H 1.11 2.73 4.56
H -1.73 2.42 4.94
H -1.67 3.57 3.64
H -2.96 0.81 3.64
H -3.73 2.42 3.54
H -2.95 1.70 2.14

---

83
Properties=species:S:1:pos:R:3 method="wB97M-V/def2-TZVPD" e_tot_ha=-4712.6475 mol_weight_g_mol=775.76 charge=+2 gap_ev="4.17 / 4.17"
N -7.04 5.46 -6.18
C -6.66 6.00 -5.02
C -5.69 5.37 -4.22
C -5.02 4.20 -4.70
C -5.40 3.72 -5.97
C -6.47 4.36 -6.65
C -4.01 3.56 -3.83
Pb 0.51 2.30 -0.90
P 5.00 -0.56 -0.98
C -2.99 2.76 -4.21
C -2.19 1.93 -3.33
C -1.05 1.21 -3.80
C -0.36 0.39 -2.92
C -0.80 0.23 -1.60
C -1.85 1.04 -1.11
C -2.56 1.86 -1.98
Br 1.05 -0.47 0.20
H -4.17 3.80 -2.77
H -2.76 2.71 -5.28
H -5.45 5.81 -3.26
H -4.89 2.86 -6.43
H -7.13 6.95 -4.70
H -6.83 3.92 -7.60
H -0.75 1.31 -4.84
H -3.41 2.43 -1.57
H 0.47 -0.23 -3.26
H -2.15 1.07 -0.05
P -0.60 -2.13 -1.30
C 4.50 1.20 -0.78
C 5.74 2.09 -1.05
H 4.09 1.39 0.23
H 3.71 1.41 -1.52
H 5.54 3.13 -0.77
H 6.62 1.74 -0.48
H 6.00 2.05 -2.12
C 4.37 -1.22 -2.58
C 5.40 -2.20 -3.19
H 4.24 -0.35 -3.24
H 3.40 -1.71 -2.43
H 5.16 -2.39 -4.24
H 6.42 -1.79 -3.14
H 5.40 -3.16 -2.66
C 4.23 -1.71 0.25
C 5.15 -2.02 1.45
H 3.93 -2.66 -0.24
H 3.32 -1.19 0.58
H 4.60 -2.59 2.22
H 6.02 -2.61 1.12
H 5.51 -1.07 1.89
C -0.43 -3.54 -0.06
C -1.46 -4.66 0.15
H -0.31 -3.03 0.90
H 0.54 -4.03 -0.27
H -2.35 -4.27 0.65
H -1.73 -5.20 -0.78
H -1.01 -5.42 0.82
C 0.52 -2.78 -2.63
C 0.03 -2.80 -4.07
H 0.70 -3.83 -2.33
H 1.48 -2.25 -2.52
H -0.85 -3.45 -4.16
H -0.19 -1.80 -4.47
H 0.82 -3.23 -4.70
C -2.27 -2.35 -1.97
C -3.26 -1.90 -0.89
H -2.36 -3.43 -2.19
H -2.39 -1.79 -2.91
H -4.17 -1.51 -1.37
H -3.55 -2.77 -0.28
H -2.86 -1.11 -0.23
C -0.19 1.31 3.98
C -1.29 0.29 3.68
C -1.69 0.52 2.22
O -1.03 1.75 1.71
C -0.08 2.21 2.71
H -0.35 1.93 4.89
H 0.78 0.81 4.04
H -2.13 0.46 4.35
H -0.96 -0.74 3.82
H -1.39 -0.30 1.52
H -2.79 0.62 2.07
H -0.17 3.32 2.91
H 0.94 2.12 2.25